Entry 1:
# C3H4FO2Tl

A molecular structure, C3H4FO2Tl (ωB97M-V/def2-TZVPD, the OMol25 dataset).

Atoms and positions in Å:
1 O -0.2437 0.9820 1.0239
2 Tl -0.5510 1.9936 -2.1736
3 C -1.1089 1.4616 0.1948
4 C -0.1311 -0.3566 1.3866
5 H -1.0736 -0.8874 1.5003
6 H 0.7161 -0.5163 2.0503
7 F -2.2544 0.8404 0.4385
8 C 1.0387 -0.8883 -0.9600
9 O 0.5083 -0.3883 -1.9763
10 H 1.2484 -1.9751 -0.9561
11 H 1.8510 -0.2657 -0.5282

Computed properties:
Maximum force (eV/Å): 4.531
Relative energy (zero: lowest compared OMol25 entry of this formula, charge and spin) (eV): 1.0052
Charge: +1
Multiplicity: 2



Entry 2:
# C3H4FO3Pr

A molecular structure, C3H4FO3Pr (ωB97M-V/def2-TZVPD, the OMol25 dataset).

Atoms and positions in Å:
1 C 1.1785 0.9504 -0.1297
2 C -0.0023 0.6970 -0.8718
3 H 0.9715 1.4779 0.8099
4 H 1.8753 0.1077 -0.0469
5 F 0.1640 -0.0660 -1.9982
6 H -0.6623 1.5374 -1.1266
7 Pr 2.8442 2.9449 -1.3858
8 O -1.2859 -1.3119 1.9055
9 C -1.3420 -1.4120 0.5566
10 O -1.2070 -2.4926 -0.0010
11 O -1.4110 -0.2437 0.0163
12 H -1.1230 -2.1891 2.2717

Computed properties:
Calculated total energy (Eh): -958.89625
Maximum force (eV/Å): 3.086
Charge: +1
Multiplicity: 4



Entry 3:
# C3H4FO3Zn

A molecular structure, C3H4FO3Zn (ωB97M-V/def2-TZVPD, the OMol25 dataset).

Atoms and positions in Å:
1 C 0.6868 -1.5948 0.8891
2 C 0.1875 -1.0386 -0.2522
3 H 1.5317 -1.0772 1.3511
4 H 0.0309 -2.2071 1.5153
5 F -0.8637 -1.6189 -0.8573
6 H 0.7052 -0.3912 -0.9704
7 Zn 2.0222 -3.3312 0.0330
8 O -0.7915 3.1635 -0.7413
9 C -0.7106 1.8447 -0.3683
10 O -1.6663 1.3537 0.2478
11 O 0.4393 1.3554 -0.5272
12 H -1.5714 3.5418 -0.3195

Computed properties:
Maximum force (eV/Å): 3.048
Relative energy (zero: lowest compared OMol25 entry of this formula, charge and spin) (eV): 2.2938
Charge: 0
Multiplicity: 2



Entry 4:
# C3H4IN

2 unconnected molecules or ions with the total composition C3H4IN (ωB97M-V/def2-TZVPD, the OMol25 dataset).

Atoms and positions in Å:
1 C -0.9834 2.1266 0.0750
2 C 0.0593 -0.0066 -0.4437
3 C -1.0960 0.6948 0.2896
4 N -0.7466 3.1754 -0.3183
5 I -2.9434 -0.2621 0.0851
6 H 0.9550 0.5752 -0.1116
7 H -0.0446 -1.0932 -0.1957
8 H 0.0344 0.0752 -1.5584
9 H -0.7083 0.8377 1.7656

Computed properties:
Maximum force (eV/Å): 4.853
Relative energy (zero: lowest compared OMol25 entry of this formula, charge and spin) (eV): 1.3743
Charge: 0



Entry 5:
# C3H4IN

2 unconnected molecules or ions with the total composition C3H4IN (ωB97M-V/def2-TZVPD, the OMol25 dataset).

Atoms and positions in Å:
1 C -0.8563 0.3601 1.5204
2 C -0.0204 0.9514 0.7553
3 C 0.4465 -0.4467 -1.0300
4 N 1.5194 -0.2932 -1.6133
5 I -1.2056 -1.7938 -1.0366
6 H -1.0303 1.0589 2.3226
7 H -1.1024 -0.6746 1.2429
8 H 0.5695 1.6701 0.2904
9 H 1.6797 -0.8322 -2.4517

Computed properties:
Maximum force (eV/Å): 5.495
Relative energy (zero: lowest compared OMol25 entry of this formula, charge and spin) (eV): 3.8023
Charge: 0



Entry 6:
# C3H4IN2O2

2 unconnected molecules or ions with the total composition C3H4IN2O2 (ωB97M-V/def2-TZVPD, the OMol25 dataset).

Atoms and positions in Å:
1 C 0.7880 0.8509 2.3440
2 C 0.7503 0.2854 0.8090
3 C -0.1475 -0.9220 -1.5855
4 N -1.7796 0.2523 -0.3079
5 N -0.6889 -0.1570 -0.5463
6 O 1.7209 0.0168 0.2411
7 O 0.6975 0.1338 3.2553
8 I 1.1824 2.9085 2.2809
9 H -0.8061 -0.9444 -2.4575
10 H 0.0033 -1.9459 -1.2214
11 H 0.8440 -0.5473 -1.8613
12 H -2.5642 0.0688 -0.9503

Computed properties:
Maximum force (eV/Å): 3.019
Relative energy (zero: lowest compared OMol25 entry of this formula, charge and spin) (eV): 0.0000
Charge: +1



Entry 7:
# C3H4IN2O5S

2 unconnected molecules or ions with the total composition C3H4IN2O5S (ωB97M-V/def2-TZVPD, the OMol25 dataset).

Atoms and positions in Å:
1 C 0.3246 -1.6054 -1.0757
2 C 1.7694 1.3076 2.2771
3 C 0.5115 -0.2278 -0.7292
4 N -0.6999 -2.2149 -0.3669
5 N 0.8588 1.8800 1.7794
6 O -0.5585 2.1375 -0.4840
7 O 1.0787 -2.2845 -1.7612
8 O 2.5718 0.8195 2.9615
9 O -1.7364 0.2598 0.5741
10 O -1.8322 0.5315 -1.8502
11 S -0.8969 0.7554 -0.7843
12 I 1.8434 0.7546 -2.0432
13 H -1.4561 -1.6349 -0.0380
14 H -0.9436 -3.1381 -0.6883
15 H -1.2773 0.5778 1.3571
16 H 0.4425 2.0816 0.8719

Computed properties:
Maximum force (eV/Å): 1.829
Relative energy (zero: lowest compared OMol25 entry of this formula, charge and spin) (eV): 0.0598
Charge: -1



Entry 8:
# C3H4IN4

A gas-phase ion, C3H4IN4 (charge -1) (ωB97M-V/def2-TZVPD, the OMol25 dataset).

Atoms and positions in Å:
1 C 0.8254 0.5632 0.2747
2 C -1.3799 -0.9197 -0.5635
3 C -0.1380 -0.9229 0.3286
4 N 1.2597 1.2657 1.3691
5 N 0.9534 1.3306 -0.8053
6 N 1.5798 2.4658 0.9202
7 N 1.4185 2.4982 -0.3944
8 I 1.1416 -2.6383 -0.2634
9 H -1.1254 -1.0247 -1.5768
10 H -1.9286 0.0126 -0.5300
11 H -2.1172 -1.5709 -0.0958
12 H -0.4894 -1.0596 1.3367

Computed properties:
Maximum force (eV/Å): 4.133
Relative energy (zero: lowest compared OMol25 entry of this formula, charge and spin) (eV): 0.6644
Charge: -1



Entry 9:
# C3H4INO2

A single C3H4INO2 molecule (ωB97M-V/def2-TZVPD, the OMol25 dataset).

Atoms and positions in Å:
1 C 1.3195 3.8813 -1.4325
2 C -0.5520 -0.2589 -0.2120
3 C 0.9376 0.1398 -0.1127
4 N 1.4550 1.2806 -0.3739
5 O 0.7807 4.8729 -1.1535
6 O 0.9003 2.6669 -0.7831
7 I 2.9531 3.7284 -2.7989
8 H -0.9057 -1.2873 0.1118
9 H -0.8877 -0.2269 -1.1649
10 H -1.1294 0.4170 0.3956
11 H 1.6977 -0.4073 0.4242

Computed properties:
Maximum force (eV/Å): 7.827
Relative energy (zero: lowest compared OMol25 entry of this formula, charge and spin) (eV): 3.1695
Charge: 0
Multiplicity: 3



Entry 10:
# C3H4IPS

2 unconnected molecules or ions with the total composition C3H4IPS (ωB97M-V/def2-TZVPD, the OMol25 dataset).

Atoms and positions in Å:
1 C 0.4972 0.5673 -2.5275
2 C 0.7460 0.6873 -1.3291
3 C -1.6515 -0.7352 1.3795
4 P 0.9270 0.5088 0.3758
5 S 1.6252 2.0633 1.3547
6 I 2.7162 -1.2760 0.0067
7 H 0.2744 0.4937 -3.4980
8 H -1.5147 -0.6638 2.4244
9 H -2.2530 0.0342 0.9325
10 H -1.3667 -1.6795 0.8810

Computed properties:
Maximum force (eV/Å): 5.851
Relative energy (zero: lowest compared OMol25 entry of this formula, charge and spin) (eV): 2.5147
Charge: 0